[1]
# C43H47HfN5O5

A molecular structure, C43H47HfN5O5 (ωB97M-V/def2-TZVPD, OMol25).

XYZ file:
```
101
Properties=species:S:1:pos:R:3:mulliken_charge:R:1
Hf 0.3729 0.0963 -0.2474 2.281
C -3.2834 4.9415 -2.7245 -0.934
C -2.4917 3.9633 -3.5365 -1.240
C -2.2607 2.6405 -2.8296 1.125
C -2.7574 1.4096 -3.1161 -0.130
C -3.7304 0.9989 -4.1648 -0.949
C -4.8811 0.0947 -3.6504 -1.176
C -2.1353 0.4748 -2.2084 1.132
C -2.1190 -0.8714 -2.4689 -1.326
C -1.6132 -1.8279 -1.5494 0.061
C -1.7010 -3.2614 -1.6959 1.118
C -2.1163 -3.9998 -2.9456 -1.113
C -1.0097 -4.2239 -4.0043 -1.075
C -1.2979 -3.8485 -0.4657 0.631
C -0.9346 -2.7705 0.3980 0.128
C -0.5675 -2.8560 1.7689 -0.288
C -0.1970 -1.7371 2.5265 -0.173
N -0.0102 -0.4680 2.0375 -0.790
C 0.5723 0.2807 3.0584 -0.262
C 1.0498 1.5592 2.9795 0.067
C 1.0619 2.3350 1.8417 0.399
N 0.2760 2.0876 0.7366 -0.497
C 0.1301 3.2978 0.0111 0.195
C -0.7670 3.5364 -0.9808 -0.228
C -1.4426 2.4956 -1.6582 -0.087
N -1.4081 1.1636 -1.2518 -0.857
C 1.1501 4.2423 0.5840 -0.161
C 1.7685 3.5686 1.6354 0.617
C 2.7963 4.1437 2.5599 -1.274
C 2.1607 4.8154 3.8395 -1.064
C 1.3760 5.6565 0.0687 -0.771
C 0.0446 6.4664 0.1170 -1.331
C 0.6098 -0.5144 4.2334 0.599
C 0.1626 -1.7699 3.9097 0.255
C 0.3991 -3.0487 4.6484 -1.318
C 1.6930 -3.7398 4.2267 -0.886
C 1.2840 -0.1629 5.5024 -0.947
C 2.7887 0.1482 5.3796 -1.071
N -0.9919 -1.5218 -0.3430 -0.602
C -1.2230 -5.3007 -0.0594 -1.180
C -2.4716 -5.7879 0.6817 -1.182
H -3.4558 5.7707 -3.4071 0.403
H -2.5924 5.2550 -1.8749 0.256
H -4.2481 4.5758 -2.3834 0.275
H -1.5498 4.3858 -3.7771 0.384
H -2.9310 3.6893 -4.5164 0.466
H -3.1953 0.5107 -5.0103 0.314
H -4.1233 1.8884 -4.6684 0.352
H -4.4231 -0.6234 -3.0414 0.351
H -5.4539 -0.4316 -4.4009 0.348
H -5.5644 0.7803 -3.1612 0.352
H -2.3982 -1.3033 -3.4349 0.536
H -2.8936 -3.3563 -3.3782 0.375
H -2.6423 -4.9088 -2.6917 0.544
H -0.2206 -3.4177 -3.9184 0.101
H -1.3924 -4.2600 -5.0473 0.367
H -0.4579 -5.1091 -3.8280 0.377
H -0.4726 -3.8365 2.2377 0.465
H 1.4139 2.0300 3.8838 0.190
H -0.9050 4.5758 -1.3620 0.029
H 3.4010 4.7767 1.9750 0.659
H 3.4719 3.3171 2.9406 0.291
H 1.3528 5.5066 3.5348 0.241
H 2.7729 5.3257 4.5572 0.424
H 1.6590 4.0363 4.4157 0.283
H 1.8592 5.5988 -0.9085 0.362
H 2.1564 6.0136 0.7498 0.301
H -0.3951 6.5774 -0.8758 0.284
H 0.1928 7.4508 0.5441 0.469
H -0.7113 5.9842 0.7577 0.382
H -0.4635 -3.6956 4.3985 0.482
H 0.3446 -2.9035 5.7355 0.556
H 1.4876 -4.1314 3.2429 0.260
H 1.8851 -4.5291 4.9473 0.372
H 2.5378 -3.0551 4.2029 0.178
H 1.1802 -0.9485 6.3015 0.169
H 0.8343 0.7281 5.8829 0.521
H 3.2045 -0.5461 4.7232 0.289
H 3.2434 0.1517 6.3405 0.452
H 2.9208 1.1356 4.9708 0.248
H -0.3685 -5.4126 0.5709 0.469
H -1.0526 -5.9062 -1.0241 0.358
H -2.6594 -5.1318 1.5378 0.294
H -2.3863 -6.8260 1.0786 0.364
H -3.3372 -5.7146 0.0110 0.312
O 4.6369 -3.5154 -3.3229 -0.521
C 3.8032 -2.7231 -2.5857 0.787
C 3.8692 -2.5606 -1.1930 -0.795
C 2.9294 -1.7629 -0.6272 -0.031
N 1.8066 -1.4218 -1.2672 0.535
C 1.8418 -1.4105 -2.6134 0.551
C 2.7535 -2.1632 -3.3495 -0.863
C 1.0348 -0.2819 -3.2314 0.306
O 0.7016 -0.1908 -4.4291 -0.753
O 0.8178 0.6221 -2.2622 -0.694
C 3.0527 -1.0482 0.7229 0.157
O 3.7896 -1.4161 1.5877 -0.676
O 2.1986 0.0315 0.7750 -0.432
H 5.3872 -3.8819 -2.8234 0.320
H 4.7631 -2.8590 -0.6112 0.406
H 2.7038 -2.1418 -4.4441 0.501
```

Its gap between HOMO and LUMO (alpha / beta) is 5.60 / 5.60 eV. Its charge is 0. The multiplicity is 1. The calculated total energy is -2364.948287 hartree. The strongest force on any atom is 3.662 eV/Å.

***

[2]
# C8H11ClIN3O

A single C8H11ClIN3O molecule (ωB97M-V/def2-TZVPD, OMol25).

XYZ file:
```
25
Properties=species:S:1:pos:R:3:nbo_charge:R:1
C 0.6929 -1.4168 2.4342 -0.420
N -0.4550 -1.3614 1.5525 -0.477
N -0.4000 -0.4479 0.4853 -0.320
C -0.9486 -0.9015 -0.7476 0.331
N -1.9076 -0.1477 -1.2433 -0.440
C -2.3051 -0.4226 -2.4543 0.052
C -1.9643 -1.5378 -3.2207 -0.276
C -0.9539 -2.3626 -2.6671 -0.164
C -0.4112 -1.9661 -1.4558 -0.110
Cl 0.5850 -3.0851 -0.6415 0.031
C -0.8413 1.1176 0.8438 0.177
I -2.9400 1.5051 1.2431 0.086
O -0.5880 2.0337 -0.1530 -0.555
C 0.8065 1.9516 -0.4863 -0.257
H 1.7087 -1.4198 1.9781 0.210
H 0.7857 -0.6160 3.0752 0.171
H 0.7016 -2.3960 2.9745 0.210
H -1.3614 -1.4282 2.0164 0.364
H -2.8336 0.4006 -2.8883 0.191
H -2.2496 -1.4264 -4.3047 0.233
H -0.5189 -3.1737 -3.1703 0.228
H -0.2457 1.2612 1.6775 0.156
H 0.7957 1.1192 -1.1935 0.198
H 1.3469 1.8131 0.4771 0.178
H 0.9354 2.9424 -0.8998 0.203
```

Its gap between HOMO and LUMO is 9.17 eV. Its charge is 0. The multiplicity is 1. The calculated total energy is -1308.711976 hartree. The strongest force on any atom is 3.806 eV/Å.

***

[3]
# C30H43BrIrN5O2P2S

A molecular structure, C30H43BrIrN5O2P2S (ωB97M-V/def2-TZVPD, OMol25).

XYZ file:
```
85
Properties=species:S:1:pos:R:3:lowdin_spin:R:1
Ir -0.4403 1.2726 0.7550 2.160
O 1.9139 1.5554 0.3996 0.108
N 2.3530 2.8181 0.2813 0.022
C 3.6928 3.0270 0.3245 0.000
C 4.2220 4.2835 0.2418 0.014
C 3.3591 5.3713 0.1061 -0.002
C 2.0039 5.1445 0.0500 0.019
C 1.4814 3.8476 0.1315 0.029
S -0.2221 3.5520 0.0243 0.252
H 4.2879 2.1333 0.4328 0.000
H 5.2952 4.4113 0.2912 0.001
H 3.7495 6.3803 0.0444 0.000
H 1.2994 5.9606 -0.0628 0.003
Br -7.1543 1.7451 -0.7041 0.000
C -5.3467 1.5359 -0.2877 0.000
C -4.3755 1.8574 -1.2214 0.003
C -3.0499 1.7031 -0.8651 0.014
N -2.6623 1.2330 0.3322 0.073
C -3.6175 0.9189 1.2168 0.008
C -4.9665 1.0635 0.9541 0.002
H -4.6441 2.2364 -2.2000 0.000
H -2.2623 1.9866 -1.5549 0.004
H -3.2840 0.5213 2.1674 0.002
H -5.7012 0.8200 1.7113 0.000
O -0.1836 -0.5819 -0.6520 0.089
P 0.1839 -1.6576 -1.5925 0.015
N -0.6419 -1.5453 -2.9977 0.176
C -1.2729 -0.2698 -3.4237 0.021
C -1.3016 -0.3552 -4.9509 0.000
C -1.3525 -1.8654 -5.2295 0.000
C -0.4284 -2.4486 -4.1655 0.011
N 1.8211 -1.4920 -2.0428 0.519
C 2.3553 -0.1577 -2.3341 0.061
C 3.7195 -0.4294 -2.9671 0.001
C 3.5203 -1.7887 -3.6464 0.008
C 2.6717 -2.5357 -2.6189 0.064
N 0.0693 -3.1993 -1.1431 0.002
C -1.2892 -3.8098 -0.9874 0.001
C -1.4399 -3.9642 0.5216 0.000
C -0.0268 -4.3671 0.9751 0.001
C 0.9373 -3.6550 0.0034 0.003
H -0.7150 0.5868 -3.0386 0.006
H -2.2784 -0.2250 -3.0039 0.009
H -0.3940 0.0801 -5.3764 0.000
H -2.1592 0.1731 -5.3619 0.000
H -1.0197 -2.1243 -6.2318 0.000
H -2.3676 -2.2426 -5.0932 0.000
H 0.6123 -2.3998 -4.5028 0.005
H -0.6563 -3.4793 -3.8989 0.002
H 2.3624 0.4377 -1.3985 0.020
H 1.6762 0.3541 -3.0297 0.028
H 4.4796 -0.5084 -2.1858 0.000
H 4.0158 0.3581 -3.6572 -0.001
H 4.4525 -2.3067 -3.8641 0.000
H 2.9667 -1.6741 -4.5820 0.000
H 3.3074 -2.9299 -1.8139 0.034
H 2.0703 -3.3633 -2.9961 0.011
H -1.3012 -4.7821 -1.4806 0.000
H -2.0547 -3.1833 -1.4423 0.000
H -2.1870 -4.7137 0.7799 0.000
H -1.7330 -3.0083 0.9636 0.000
H 0.0950 -5.4470 0.8886 0.000
H 0.1746 -4.0923 2.0082 0.000
H 1.7110 -4.3328 -0.3531 0.000
H 1.4280 -2.8009 0.4777 0.001
C 1.5263 -0.1911 3.1112 0.026
P 0.3331 1.1850 3.0297 0.120
C 1.3560 2.6242 3.4541 0.015
C -0.7430 0.9847 4.4699 0.018
C -0.2702 0.4317 5.6602 0.004
C -1.1198 0.3032 6.7508 0.001
C -2.4379 0.7376 6.6663 0.001
C -2.9023 1.3221 5.4974 0.000
C -2.0587 1.4375 4.4006 0.004
H 2.1289 -0.1589 4.0173 0.005
H 2.1779 -0.1035 2.2410 0.001
H 0.9878 -1.1398 3.0705 0.002
H 1.6417 2.5569 4.5047 0.003
H 0.7921 3.5438 3.2963 0.000
H 2.2539 2.6369 2.8328 0.000
H 0.7599 0.1090 5.7577 0.000
H -0.7490 -0.1311 7.6703 0.000
H -3.1017 0.6189 7.5141 0.000
H -3.9180 1.6966 5.4431 0.000
H -2.4160 1.9043 3.4878 0.001
```

Its gap between HOMO and LUMO (alpha / beta) is 7.73 / 4.10 eV. Its charge is +2. The expectation value of S² is 6.018. The multiplicity is 5. The calculated total energy is -5351.944987 hartree. The strongest force on any atom is 1.197 eV/Å.

***

[4]
# C21H23NO

A single C21H23NO molecule (ωB97M-V/def2-TZVPD, OMol25).

XYZ file:
```
46
Properties=species:S:1:pos:R:3:nbo_charge:R:1
C -1.4216 -3.3483 0.9281 -0.395
C -1.8993 -2.1564 1.2337 -0.162
C -2.2870 -1.1378 0.2111 -0.438
C -1.3711 0.1209 0.1830 0.147
C -1.4891 0.9072 1.5013 -0.486
C -0.7162 2.1865 1.4838 -0.161
C -1.1169 3.3146 2.0400 -0.404
N 0.0208 -0.2790 -0.0072 -0.644
C 0.8637 -0.8224 0.9013 0.687
O 0.6047 -1.0315 2.0700 -0.625
C 2.1945 -1.1570 0.2946 -0.143
C 2.2322 -1.9995 -0.8105 -0.188
C 3.4397 -2.3685 -1.3749 -0.224
C 4.6194 -1.8859 -0.8359 -0.193
C 4.5852 -1.0479 0.2647 -0.213
C 3.3824 -0.6761 0.8513 0.038
C 3.3580 0.2398 2.0348 -0.646
C -1.8044 0.9259 -1.0348 -0.041
C -1.4802 0.4715 -2.3118 -0.175
C -1.8834 1.1589 -3.4415 -0.222
C -2.6354 2.3142 -3.3210 -0.212
C -2.9872 2.7615 -2.0610 -0.199
C -2.5804 2.0733 -0.9303 -0.200
H -1.1492 -4.0633 1.6843 0.202
H -1.2775 -3.6599 -0.0948 0.181
H -2.0296 -1.8733 2.2673 0.205
H -3.3077 -0.7940 0.3991 0.219
H -2.2637 -1.5993 -0.7789 0.209
H -1.0634 0.2731 2.2835 0.276
H -2.5366 1.0860 1.7457 0.211
H 0.2506 2.1342 0.9998 0.199
H -0.5101 4.2036 2.0310 0.199
H -2.0697 3.3959 2.5385 0.186
H 0.3964 -0.1326 -0.9312 0.413
H 1.3070 -2.3875 -1.2139 0.212
H 3.4595 -3.0294 -2.2287 0.214
H 5.5678 -2.1660 -1.2703 0.214
H 5.5107 -0.6774 0.6820 0.210
H 4.3573 0.3740 2.4410 0.213
H 2.7064 -0.1637 2.8061 0.252
H 2.9658 1.2167 1.7500 0.218
H -0.9181 -0.4437 -2.4417 0.197
H -1.6138 0.7859 -4.4189 0.213
H -2.9507 2.8536 -4.2014 0.215
H -3.5854 3.6540 -1.9517 0.214
H -2.8744 2.4489 0.0346 0.223
```

Its gap between HOMO and LUMO is 9.84 eV. Its charge is 0. The multiplicity is 1. The calculated total energy is -943.994827 hartree. The strongest force on any atom is 0.586 eV/Å.

***

[5]
# C5H8O2

A single C5H8O2 molecule (ωB97M-V/def2-TZVPD, OMol25).

XYZ file:
```
15
Properties=species:S:1:pos:R:3:nbo_charge:R:1
C 0.3035 -0.2851 1.4142 -0.628
C 1.0515 0.5878 0.3943 -0.393
C 0.1657 1.0970 -0.7734 -0.514
C -1.0325 0.2115 -0.9905 0.492
O -2.1915 0.5540 -0.8958 -0.493
C -0.7432 -1.2520 -1.3297 0.340
O 0.3613 -1.6447 -1.6130 -0.484
H -0.6986 0.1069 1.6391 0.210
H 0.8506 -0.3324 2.3629 0.223
H 0.1940 -1.3202 1.0519 0.208
H 1.8985 0.0246 -0.0100 0.218
H 1.4629 1.4636 0.9034 0.211
H -0.2075 2.1075 -0.5734 0.231
H 0.7379 1.1238 -1.7086 0.243
H -1.6342 -1.9065 -1.2901 0.135
```

Its gap between HOMO and LUMO is 9.34 eV. Its charge is 0. The multiplicity is 1. The calculated total energy is -345.769994 hartree. The strongest force on any atom is 0.594 eV/Å.

***

[6]
# C48H51N14O4PbS

A molecular structure, C48H51N14O4PbS (ωB97M-V/def2-TZVPD, OMol25).

XYZ file:
```
119
Properties=species:S:1:pos:R:3:mulliken_charge:R:1
Pb 0.2784 0.9870 -0.9176 1.761
C -3.2985 1.2668 -6.2211 -1.014
C -3.6893 0.5174 -4.9472 -0.163
N -2.6042 -0.2957 -4.4112 -0.099
C -1.5034 0.2170 -3.7776 -0.028
S -0.5919 -0.9225 -2.8681 -0.671
N -1.1962 1.4680 -4.0304 -0.843
N -0.2797 2.0955 -3.2743 1.211
C 0.2621 3.1409 -3.8178 0.182
C 0.0146 3.4592 -5.2705 -1.951
C 1.1302 4.0600 -3.0676 0.526
C 1.6400 5.2051 -3.6990 -0.947
C 2.4543 6.0751 -2.9999 -0.449
C 2.7418 5.8014 -1.6746 -1.005
C 2.1840 4.6592 -1.1171 -0.366
N 1.4104 3.8185 -1.7846 0.473
H -4.1670 1.7795 -6.6418 0.420
H -2.9006 0.5733 -6.9640 0.273
H -2.5336 1.9967 -5.9823 0.073
H -4.5141 -0.1602 -5.1753 0.457
H -4.0247 1.2357 -4.1916 0.021
H -2.8393 -1.2098 -4.0671 0.261
H -0.4766 2.6060 -5.7288 0.415
H 0.9541 3.6499 -5.7910 0.451
H -0.6297 4.3363 -5.3742 0.283
H 1.3921 5.4125 -4.7299 0.352
H 2.8562 6.9555 -3.4871 0.403
H 3.3642 6.4565 -1.0807 0.424
H 2.3714 4.4185 -0.0803 0.387
C 4.8907 1.5058 1.4792 -1.929
C 3.7972 1.2335 0.4732 -0.374
N 2.5496 1.3987 0.7652 1.444
N 2.2417 1.8583 1.9925 -0.686
C 1.0019 2.3519 2.1159 -0.579
O 0.1639 2.6170 1.2241 -0.755
C 0.6436 2.6632 3.5459 0.330
C -0.6707 3.0190 3.8316 -0.372
C -1.0670 3.2706 5.1360 -0.689
C -0.1491 3.1638 6.1713 -0.384
C 1.1634 2.8045 5.8944 -0.761
C 1.5623 2.5595 4.5891 -0.014
C 4.1827 0.8295 -0.8855 0.956
C 5.5297 0.6077 -1.2118 -1.030
C 5.8739 0.2846 -2.5119 -0.601
C 4.8761 0.1667 -3.4678 -0.878
C 3.5692 0.4101 -3.0643 -0.401
N 3.2424 0.7460 -1.8310 0.715
H 4.4135 1.8121 2.4062 0.249
H 5.4694 0.5973 1.6636 0.371
H 5.5681 2.2955 1.1452 0.358
H -1.3614 3.0962 3.0021 0.605
H -2.0898 3.5590 5.3483 0.432
H -0.4569 3.3629 7.1910 0.366
H 1.8782 2.7246 6.7052 0.407
H 2.5799 2.2812 4.3554 0.366
H 6.2966 0.6933 -0.4550 0.407
H 6.9121 0.1241 -2.7781 0.388
H 5.1045 -0.1062 -4.4894 0.436
H 2.7395 0.3299 -3.7626 0.385
C -3.3830 0.5025 3.4008 -1.073
O -2.7672 -0.6292 2.8284 0.517
C -3.0854 -1.8603 3.2836 1.139
C -3.9946 -2.0999 4.3034 -1.023
C -4.2105 -3.3870 4.7807 -0.818
C -3.5028 -4.4456 4.2452 -0.655
C -2.6117 -4.2201 3.2056 -0.541
C -2.4011 -2.9457 2.6903 -0.199
N -1.4853 -2.7945 1.6416 -0.048
C -1.3060 -1.6441 0.8404 -0.958
N -2.4423 -1.2966 0.2067 0.547
C -2.9385 -0.0803 -0.3289 -0.168
C -2.1702 1.0197 -0.7121 -0.588
C -2.8979 2.0950 -1.2459 -0.420
C -4.2702 2.0864 -1.4117 -1.282
C -5.0159 0.9845 -1.0060 -0.350
C -4.3438 -0.0891 -0.4584 1.225
O -4.9866 -1.2282 0.0054 -0.350
C -6.3389 -1.3965 -0.3318 -1.110
N -0.1423 -1.1228 0.6949 1.184
C 0.8840 -1.5745 1.5481 -0.920
C 1.0658 -0.9349 2.7728 -0.552
C 2.0935 -1.2838 3.6291 -1.082
C 2.9413 -2.3266 3.2956 -1.061
C 2.7344 -3.0285 2.1198 -0.300
C 1.7123 -2.6697 1.2530 0.818
O 1.4091 -3.4744 0.1647 0.087
C 2.2669 -3.3544 -2.1297 -0.343
H -3.0068 1.3481 2.8303 0.119
H -3.1062 0.6183 4.4541 0.387
H -4.4728 0.4586 3.3073 0.428
H -4.5253 -1.2725 4.7537 0.472
H -4.9245 -3.5478 5.5779 0.401
H -3.6370 -5.4477 4.6314 0.374
H -2.0513 -5.0425 2.7767 0.481
H -0.6567 -3.3636 1.7127 0.457
H -3.2003 -1.9336 0.3932 0.391
H -2.3519 2.9800 -1.5618 0.261
H -4.7795 2.9359 -1.8559 0.323
H -6.0934 0.9823 -1.1076 0.393
H -6.5964 -2.4145 -0.0418 0.272
H -6.5041 -1.2750 -1.4072 0.404
H -6.9836 -0.6970 0.2118 0.342
H 0.3891 -0.1329 3.0289 0.697
H 2.2206 -0.7463 4.5602 0.435
H 3.7475 -2.6150 3.9588 0.403
H 3.3579 -3.8766 1.8652 0.447
H 2.6763 -3.9891 -2.9080 0.284
H 4.1449 -2.8158 -1.3879 0.229
H 1.3693 -2.8074 -2.3781 -0.167
N 1.3649 -6.2383 0.0568 -0.419
C 2.7071 -6.0131 -0.1576 0.451
N 3.5052 -7.1445 -0.0197 -0.620
N 3.2585 -4.9017 -0.4387 -0.416
C 2.4694 -3.7540 -0.7147 0.141
N 3.1622 -2.6231 -1.2353 -0.184
H 1.0246 -7.1624 -0.1477 0.258
H 0.7564 -5.4799 -0.2108 0.189
H 3.1859 -7.7969 0.6798 0.228
H 4.4766 -6.8971 0.0827 0.261
```

Its gap between HOMO and LUMO is 6.02 eV. Its charge is -1. The multiplicity is 1. The calculated total energy is -3518.327427 hartree. The strongest force on any atom is 1.125 eV/Å.